(1)
{"formula": "C43H63N5Si4SmTe", "method": "ωB97M-V with the def2-TZVPD basis set", "s2": 8.7602, "charge": -1, "lumo_energy_ev": [2.386, 2.387], "fmax_ev_per_a": 1.7, "spin_multiplicity": 6, "gap_ev": [6.68, 6.68], "species": ["Sm", "C", "C", "C", "N", "C", "C", "C", "C", "C", "C", "C", "N", "C", "C", "C", "N", "C", "C", "C", "C", "C", "C", "C", "N", "C", "C", "H", "H", "H", "H", "H", "H", "H", "H", "H", "H", "H", "H", "H", "H", "H", "H", "H", "H", "H", "H", "H", "H", "H", "H", "H", "H", "N", "C", "C", "C", "C", "C", "C", "C", "C", "C", "C", "C", "C", "H", "H", "H", "H", "H", "H", "H", "H", "H", "H", "C", "Si", "C", "C", "Si", "Te", "Si", "C", "C", "C", "Si", "C", "C", "C", "H", "H", "H", "H", "H", "H", "H", "H", "H", "H", "H", "H", "H", "H", "H", "H", "H", "H", "H", "H", "H", "H", "H", "H", "H", "H", "H"], "coordinates": [[0.3365, 0.1551, 1.6454], [3.4199, 1.1956, 1.0906], [3.0479, 2.7040, 1.0969], [2.1416, 3.1472, 2.2360], [0.7994, 2.5626, 2.1475], [-0.1895, 3.3989, 1.9610], [-0.0080, 4.7333, 1.3967], [-0.7442, 5.8837, 1.4896], [-1.9200, 6.1182, 2.2000], [-2.6638, 5.0698, 2.7568], [-2.5775, 3.6834, 2.7101], [-1.5564, 2.8450, 2.1896], [-1.6117, 1.5339, 2.0660], [-2.8377, 0.8559, 2.3936], [-2.7774, 0.2802, 3.8274], [-1.9156, -0.9638, 4.0621], [-0.4794, -0.7474, 3.8446], [0.3690, -1.3327, 4.6805], [0.0239, -2.3645, 5.6079], [0.7125, -3.0415, 6.6346], [1.9741, -2.8862, 7.1381], [2.8852, -1.9529, 6.6224], [2.7920, -1.1624, 5.4868], [1.8307, -1.0790, 4.4293], [2.1208, -0.7742, 3.1946], [3.5365, -0.7281, 2.8027], [4.0327, 0.6426, 2.3882], [4.1187, 1.1030, 0.2402], [2.5876, 0.5746, 0.7713], [2.5572, 3.0027, 0.1549], [3.9904, 3.2969, 1.0904], [2.1156, 4.2492, 2.3340], [2.6061, 2.7399, 3.1745], [0.8951, 4.8459, 0.8332], [-0.2925, 6.7409, 0.9734], [-2.3047, 7.1095, 2.2771], [-3.5989, 5.4224, 3.2273], [-3.4234, 3.1814, 3.1741], [-2.9942, 0.0416, 1.6926], [-3.7087, 1.5116, 2.2806], [-3.7548, 0.0480, 4.2466], [-2.3515, 1.0524, 4.4639], [-2.2721, -1.7503, 3.3895], [-2.0726, -1.2863, 5.0842], [-0.9810, -2.6999, 5.4607], [0.1388, -3.8416, 7.1083], [2.2844, -3.5227, 7.9819], [3.8271, -1.8874, 7.1387], [3.7140, -0.6046, 5.2689], [3.6654, -1.3849, 1.9658], [4.2312, -1.0935, 3.5755], [5.1156, 0.5975, 2.2767], [3.9113, 1.3741, 3.2025], [-1.4176, -1.1917, 0.1680], [-1.7666, -2.4775, 0.6217], [-3.1024, -2.8246, 0.7725], [-3.5469, -4.1146, 1.0530], [-2.5761, -5.0746, 1.2739], [-1.2298, -4.7558, 1.1740], [-0.7738, -3.4691, 0.8387], [0.6839, -3.2514, 0.4869], [1.5068, -4.4063, 0.4974], [2.8594, -4.2940, 0.3137], [3.4694, -3.0710, 0.0091], [2.6302, -1.9556, -0.0510], [1.2412, -1.9523, 0.2492], [-0.6132, -1.2282, -0.4919], [-2.1995, -0.6616, -0.1520], [-3.8876, -2.0655, 0.6770], [-4.5662, -4.4155, 1.1079], [-2.8487, -6.1142, 1.4509], [-0.5310, -5.5547, 1.3767], [1.1559, -5.4107, 0.6336], [3.4166, -5.2311, 0.3441], [4.5170, -2.9191, -0.1523], [3.0751, -1.0321, -0.3838], [-3.4690, 2.1320, -2.7126], [-2.7036, 0.6710, -3.5980], [-3.4090, 0.6799, -5.3615], [-3.3859, -0.8879, -2.7121], [-0.3789, 0.7094, -3.6257], [0.3881, 1.7138, -1.3873], [0.4389, 2.2879, -5.1969], [0.0142, 1.9933, -7.0301], [2.3334, 2.3610, -5.2407], [-0.1929, 4.0551, -4.7695], [0.5569, -1.3848, -4.2326], [-0.0185, -2.8453, -3.1836], [0.2267, -1.8716, -5.9953], [2.4007, -1.3201, -3.9911], [-4.5292, 2.0682, -2.6292], [-3.2593, 3.0572, -3.2978], [-3.0284, 2.2911, -1.7317], [-4.4656, 0.9419, -5.3911], [-3.2802, -0.3125, -5.7933], [-2.8568, 1.3810, -5.9982], [-3.8558, -0.6513, -1.7610], [-2.6794, -1.6932, -2.5643], [-4.2074, -1.2839, -3.3065], [0.1045, 0.9243, -7.2859], [0.6886, 2.5565, -7.6511], [-1.0102, 2.2042, -7.3017], [2.6829, 1.4005, -5.6475], [2.7864, 2.5322, -4.2778], [2.6660, 3.1128, -5.9602], [-1.2499, 4.1014, -4.9123], [0.2346, 4.8373, -5.3885], [-0.0036, 4.3083, -3.7471], [-1.0936, -2.9598, -3.3543], [0.1061, -2.5754, -2.1352], [0.4867, -3.7713, -3.4124], [-0.8441, -2.1301, -6.0403], [0.8074, -2.7405, -6.2493], [0.4124, -1.0754, -6.7044], [2.6343, -0.7141, -3.1198], [2.9373, -0.9286, -4.8305], [2.7737, -2.3000, -3.7749]], "forces_ev_per_a": [[-0.1, -0.5, 0.0], [0.3, 0.9, -0.3], [0.3, 0.4, -0.4], [0.6, -0.5, 0.8], [0.4, 0.4, 0.1], [-0.3, 0.9, -0.7], [-0.2, -0.9, 0.6], [0.2, 0.5, 0.0], [0.0, -1.7, 0.1], [-0.8, 1.0, -0.1], [0.2, 0.0, -0.1], [0.4, -0.2, 0.3], [-0.1, 0.3, -0.1], [-0.4, -0.3, 0.6], [0.5, 0.3, 0.2], [0.3, 0.2, -0.6], [0.2, 0.0, 0.1], [0.3, -0.6, -0.1], [0.3, 0.4, 0.3], [-0.9, -0.1, -0.6], [0.7, 0.2, 0.3], [-0.5, 0.1, -0.5], [0.8, -0.2, 0.4], [-0.7, -0.2, -0.1], [0.6, 0.6, -0.1], [0.2, 0.2, 0.6], [0.2, 0.9, 0.1], [-0.2, -0.3, 0.3], [-0.3, 0.0, -0.1], [0.2, -0.5, 0.1], [-0.4, -0.3, 0.3], [0.0, -0.6, -0.1], [-0.6, 0.5, -0.5], [0.4, -0.1, -0.3], [-0.2, -0.2, 0.2], [-0.2, 0.5, 0.0], [0.5, -0.2, 0.0], [0.2, 0.0, -0.1], [0.0, -0.2, -0.1], [0.0, -0.1, 0.1], [-0.3, 0.0, -0.3], [0.0, 0.3, 0.2], [0.0, -0.3, 0.0], [-0.3, 0.0, 0.2], [-0.3, -0.4, 0.1], [-0.1, 0.2, -0.2], [-0.1, 0.4, -0.5], [0.3, 0.1, 0.2], [-0.5, -0.2, 0.3], [-0.1, -0.4, -0.4], [-0.4, -0.1, -0.2], [0.2, -0.2, -0.2], [-0.2, -0.3, -0.1], [0.9, -0.1, 0.5], [0.3, -0.9, -0.2], [-1.5, 0.3, 0.2], [1.5, 0.2, 0.2], [0.2, -0.5, -0.2], [-0.3, 0.4, 0.3], [0.2, 0.0, -0.8], [0.1, 0.0, 0.8], [-0.1, 1.1, -0.3], [1.1, -0.4, -0.4], [-1.6, 0.3, 0.2], [-0.4, -0.6, -0.3], [0.3, -0.7, 0.4], [-0.5, 0.2, 0.4], [-0.4, 0.3, -0.5], [0.4, 0.0, -0.3], [-0.7, 0.3, 0.0], [0.0, 0.2, 0.1], [0.0, 0.1, -0.1], [-0.4, -0.1, 0.1], [0.2, 0.3, 0.0], [0.5, -0.3, -0.1], [0.2, 0.3, 0.0], [1.2, 1.0, -0.6], [-0.6, -0.3, 0.1], [0.4, 0.0, 0.0], [-0.2, 0.3, -0.4], [0.5, 0.3, 0.5], [-0.2, -0.4, -0.6], [0.1, 1.0, -0.1], [-0.3, -1.2, 0.5], [-0.4, -0.6, -0.5], [0.5, -0.8, -0.4], [0.3, -0.2, 0.6], [-0.8, 1.0, 0.0], [-1.1, 0.3, 0.1], [-0.1, 0.5, 0.5], [-1.0, -0.3, 0.1], [-0.1, -0.5, 0.3], [0.0, 0.0, 0.2], [-0.1, 0.0, 0.1], [-0.1, -0.1, -0.1], [-0.1, 0.0, 0.1], [0.1, 0.2, 0.3], [0.2, -0.1, 0.1], [-0.1, -0.1, -0.3], [0.3, 0.3, 0.1], [0.3, 0.3, -0.4], [-0.3, 0.5, 0.0], [0.1, 0.1, 0.3], [0.2, 0.0, 0.3], [-0.1, 0.2, 0.1], [-1.0, 0.0, -0.1], [0.3, 0.0, -0.3], [0.2, 0.0, 0.8], [0.0, -0.3, 0.0], [0.2, -0.3, 0.1], [0.3, -0.3, 0.0], [0.3, 0.0, -0.3], [0.3, -0.5, -0.2], [0.1, 0.1, -0.2], [0.1, 0.2, 0.2], [0.3, 0.3, -0.6], [0.2, -0.8, 0.1]], "lowdin_spin": [5.0683, -0.0006, 0.0002, 0.0003, -0.0062, 0.0009, -0.0014, 0.0002, -0.0014, 0.0004, -0.0016, 0.0003, -0.0083, 0.0007, 0.0000, -0.0004, -0.0109, 0.0002, -0.0008, 0.0003, -0.0004, 0.0005, -0.0005, 0.0008, -0.0083, -0.0001, 0.0001, -0.0001, -0.0004, 0.0000, 0.0000, -0.0001, 0.0000, -0.0001, 0.0000, -0.0001, 0.0000, -0.0001, 0.0001, 0.0001, 0.0000, 0.0000, 0.0000, -0.0002, -0.0001, 0.0000, 0.0000, 0.0000, 0.0000, 0.0000, -0.0002, 0.0000, 0.0000, -0.0048, 0.0003, -0.0001, 0.0002, -0.0001, 0.0002, -0.0001, -0.0007, -0.0006, 0.0006, -0.0005, -0.0005, -0.0138, 0.0001, 0.0002, 0.0000, 0.0000, 0.0000, 0.0000, -0.0001, 0.0000, -0.0001, 0.0000, 0.0000, 0.0000, 0.0000, 0.0000, -0.0014, -0.0088, -0.0006, -0.0002, 0.0000, -0.0002, 0.0000, 0.0000, 0.0000, 0.0000, 0.0000, 0.0000, 0.0000, 0.0000, 0.0000, 0.0000, 0.0000, 0.0000, 0.0000, 0.0000, 0.0000, 0.0000, 0.0000, 0.0000, 0.0000, 0.0000, 0.0000, -0.0002, 0.0000, 0.0000, 0.0000, 0.0000, 0.0000, 0.0000, 0.0000, 0.0000, 0.0000]}

=====

(2)
{"formula": "C23H32N2O2", "method": "ωB97M-V with the def2-TZVPD basis set", "lumo_energy_ev": 0.654, "smiles": "CC(C)(C)c1cc(CCC(=O)NCc2ccccn2)cc(C(C)(C)C)c1O", "fmax_ev_per_a": 0.6, "gap_ev": 8.70, "species": ["C", "C", "C", "C", "C", "C", "C", "C", "C", "C", "O", "N", "C", "C", "C", "C", "C", "C", "N", "C", "C", "C", "C", "C", "C", "C", "O", "H", "H", "H", "H", "H", "H", "H", "H", "H", "H", "H", "H", "H", "H", "H", "H", "H", "H", "H", "H", "H", "H", "H", "H", "H", "H", "H", "H", "H", "H", "H", "H"], "coordinates": [[4.5505, -1.0733, -0.7842], [3.4699, 0.0203, -0.9816], [2.9046, -0.0017, -2.4137], [4.1569, 1.3816, -0.8114], [2.3035, -0.1564, -0.0045], [1.9246, 0.8810, 0.8322], [0.8056, 0.7962, 1.6412], [0.4041, 1.9621, 2.5093], [0.4322, 3.2927, 1.7392], [-0.1046, 3.1224, 0.3250], [0.5565, 3.3297, -0.6692], [-1.4002, 2.7400, 0.2857], [-2.0917, 2.4323, -0.9433], [-2.8012, 1.1037, -0.9092], [-3.6058, 0.7261, 0.1629], [-4.2607, -0.4928, 0.1099], [-4.1007, -1.2901, -1.0121], [-3.2821, -0.8218, -2.0286], [-2.6505, 0.3368, -1.9789], [0.0550, -0.3668, 1.6233], [0.4153, -1.4605, 0.8513], [-0.3876, -2.7565, 0.8838], [-1.6243, -2.6575, 1.7837], [-0.8725, -3.1050, -0.5297], [0.4988, -3.8842, 1.4311], [1.5541, -1.3425, 0.0382], [1.9154, -2.4294, -0.7068], [4.5273, -1.8347, -1.5646], [5.5420, -0.6273, -0.8226], [4.4511, -1.5560, 0.1867], [2.3436, -0.9057, -2.6385], [2.2305, 0.8422, -2.5432], [3.7137, 0.0889, -3.1365], [3.4567, 2.1959, -0.9782], [4.9521, 1.4721, -1.5495], [4.5995, 1.4782, 0.1778], [2.4980, 1.7888, 0.8537], [1.0842, 2.0374, 3.3633], [-0.5954, 1.7786, 2.9119], [-0.1602, 4.0442, 2.2660], [1.4528, 3.6655, 1.6576], [-1.8815, 2.5574, 1.1504], [-1.3482, 2.4246, -1.7432], [-2.8301, 3.2179, -1.1620], [-3.7337, 1.3747, 1.0173], [-4.8922, -0.8115, 0.9273], [-4.5926, -2.2463, -1.0935], [-3.1216, -1.3992, -2.9300], [-0.8242, -0.4134, 2.2450], [-2.1599, -3.6046, 1.7575], [-1.3485, -2.4605, 2.8174], [-2.3009, -1.8802, 1.4348], [-1.4217, -2.2667, -0.9528], [-1.5299, -3.9716, -0.4957], [-0.0362, -3.3336, -1.1802], [-0.0667, -4.8123, 1.4812], [0.8478, -3.6355, 2.4317], [1.3602, -4.0403, 0.7908], [2.7369, -2.2325, -1.1675]], "forces_ev_per_a": [[0.0, 0.1, 0.1], [0.0, 0.1, -0.1], [0.1, 0.1, 0.1], [-0.2, -0.2, 0.0], [0.1, 0.0, 0.0], [-0.2, -0.2, 0.1], [0.0, 0.0, 0.2], [0.1, 0.0, 0.0], [0.1, -0.1, -0.1], [0.0, 0.4, 0.5], [0.3, 0.1, -0.3], [-0.5, -0.2, 0.1], [0.0, 0.2, -0.2], [0.0, 0.1, 0.2], [0.0, -0.1, -0.1], [0.0, 0.0, -0.1], [0.0, 0.1, 0.0], [-0.3, -0.3, 0.0], [0.3, 0.3, -0.3], [0.2, 0.1, -0.1], [0.1, -0.2, -0.2], [-0.1, -0.2, 0.0], [0.2, 0.1, -0.1], [0.1, 0.0, 0.0], [0.0, 0.1, -0.1], [-0.1, 0.4, 0.3], [0.2, 0.0, -0.2], [0.0, -0.1, -0.1], [0.1, 0.0, -0.1], [0.0, -0.1, 0.0], [-0.1, -0.1, 0.0], [-0.1, 0.1, -0.1], [0.1, 0.0, -0.1], [-0.1, 0.1, 0.0], [0.1, 0.0, 0.0], [0.1, 0.1, 0.1], [0.1, 0.2, -0.1], [-0.1, 0.0, 0.0], [0.0, 0.0, 0.0], [0.0, 0.0, 0.0], [-0.1, 0.0, -0.1], [0.2, 0.1, 0.0], [-0.2, 0.0, 0.1], [0.1, -0.1, -0.1], [0.0, 0.1, 0.1], [0.0, 0.0, 0.0], [0.0, -0.1, 0.0], [0.0, -0.1, 0.0], [-0.1, 0.0, 0.1], [0.0, -0.1, 0.0], [0.0, 0.1, 0.1], [-0.1, 0.1, 0.0], [0.0, 0.0, 0.0], [-0.1, -0.1, 0.0], [0.0, 0.0, -0.1], [-0.1, -0.1, 0.0], [0.0, 0.0, 0.1], [0.1, -0.1, 0.0], [0.0, -0.1, 0.0]], "nbo_charge": [-0.6297, -0.0787, -0.6055, -0.6044, -0.1142, -0.1513, -0.0633, -0.4073, -0.4951, 0.6963, -0.6281, -0.6165, -0.2616, 0.2126, -0.2640, -0.1661, -0.2643, 0.0464, -0.4195, -0.2292, 0.0207, -0.0988, -0.6001, -0.6048, -0.6041, 0.3467, -0.7069, 0.1973, 0.2246, 0.2236, 0.2039, 0.2285, 0.2050, 0.2270, 0.2096, 0.2072, 0.2081, 0.2218, 0.1962, 0.2232, 0.2291, 0.3878, 0.2619, 0.2002, 0.2053, 0.2192, 0.2232, 0.1974, 0.2067, 0.2094, 0.2048, 0.2077, 0.2078, 0.1973, 0.2309, 0.2007, 0.2042, 0.2275, 0.4940]}

=====

(3)
{"formula": "C14H23F3NO3PSW", "method": "ωB97M-V with the def2-TZVPD basis set", "s2": 2.0507, "charge": 2, "lumo_energy_ev": [-10.317, -11.144], "fmax_ev_per_a": 7.9, "spin_multiplicity": 3, "gap_ev": [5.08, 4.21], "species": ["C", "C", "C", "C", "C", "C", "C", "C", "N", "W", "C", "P", "H", "H", "H", "H", "H", "H", "H", "H", "C", "C", "H", "C", "C", "H", "H", "H", "H", "H", "H", "H", "H", "H", "H", "H", "H", "H", "H", "F", "C", "F", "F", "S", "O", "O", "O"], "coordinates": [[-4.0138, 0.0101, -0.0909], [-3.3596, -1.1147, 0.4294], [-1.9636, -1.0907, 0.5843], [-1.2821, 0.0697, 0.2191], [-1.9158, 1.2251, -0.2824], [-3.3193, 1.1979, -0.4026], [-1.1108, -2.1914, 1.1299], [0.3166, -2.2471, 0.4439], [0.2239, -3.2346, -0.6907], [0.9088, -0.1952, 0.5299], [-1.0020, 2.3075, -0.6861], [0.6611, 1.3871, -1.0915], [-3.8889, -2.0251, 0.7367], [-3.8543, 2.0732, -0.7642], [-5.1099, -0.0446, -0.2361], [-0.7672, 2.9978, 0.1168], [-1.2845, 2.8391, -1.5848], [-0.9252, -2.1027, 2.2163], [-1.5304, -3.1900, 0.9301], [1.2939, -1.3090, -0.6416], [1.6053, 2.8316, -1.4714], [0.2086, 0.8253, -2.7269], [1.0982, -2.6320, 1.1217], [-0.4535, -2.7284, -1.8624], [1.4525, -3.9453, -0.9645], [2.2721, 0.8557, 0.3962], [-0.5396, -3.5415, -2.6064], [-1.4647, -2.3567, -1.6017], [0.1570, -1.9261, -2.3439], [1.2965, -4.6762, -1.7697], [2.2450, -3.2419, -1.2804], [1.7739, -4.4967, -0.0680], [-0.0786, 1.7431, -3.2503], [1.0968, 0.3761, -3.1765], [-0.6331, 0.1315, -2.7374], [0.9750, 3.3840, -2.1778], [1.8130, 3.4325, -0.5811], [2.5272, 2.5096, -1.9601], [2.7180, -0.1356, 0.3538], [3.0866, 2.8396, 4.7036], [2.6003, 2.3284, 3.5555], [3.1238, 3.0661, 2.5425], [3.1510, 1.0873, 3.4426], [0.7104, 2.2489, 3.4408], [0.3993, 0.9279, 3.9475], [0.2346, 3.3624, 4.2307], [0.5475, 2.3679, 1.9784]], "forces_ev_per_a": [[-0.3, 0.1, 0.2], [0.7, -0.2, 0.4], [-0.6, 0.0, -0.2], [1.6, 0.3, -0.9], [-0.8, -0.9, 0.2], [0.7, -0.4, 0.2], [0.3, -0.7, 0.1], [-1.0, -2.4, -0.7], [1.9, 3.3, 0.3], [-4.3, 0.2, 6.6], [1.4, -0.8, 0.0], [-3.8, 3.3, -2.1], [0.0, 0.5, -0.2], [0.1, -0.2, 0.1], [0.8, 0.1, 0.1], [-0.2, 0.2, 0.3], [-0.1, 0.2, -0.2], [-0.4, 0.0, -0.3], [-0.1, 0.3, 0.4], [1.0, 0.7, -0.8], [1.3, 0.0, 0.2], [0.3, -0.4, -0.4], [-0.2, -0.1, 0.1], [-1.2, -0.8, -0.7], [0.0, -1.5, 0.2], [2.1, -1.1, -0.3], [0.0, 0.4, 0.4], [0.6, 0.0, -0.2], [-0.3, -0.4, 0.6], [0.0, 0.3, 0.2], [-0.3, 0.0, 0.2], [0.0, 0.3, -0.2], [0.1, -0.3, -0.2], [-0.2, 0.0, -0.4], [0.1, 0.1, 0.1], [0.3, 0.0, 0.2], [0.0, -0.1, -0.1], [0.1, 0.4, 0.0], [-0.2, 1.5, -0.7], [-1.1, -0.4, -1.0], [1.4, 0.6, 0.7], [-0.6, -0.4, 0.3], [-0.6, 0.1, -0.4], [0.8, 0.8, 3.0], [0.0, -0.4, -1.0], [0.4, -1.0, -1.5], [-0.1, -1.2, -2.2]], "lowdin_spin": [-0.0100, 0.0040, -0.0038, -0.0234, -0.0015, 0.0000, 0.0176, 0.0285, 0.6033, 1.0002, 0.0166, 0.0160, 0.0003, -0.0003, -0.0006, -0.0004, 0.0005, 0.0032, -0.0018, 0.0044, -0.0020, 0.0124, 0.0128, 0.0606, 0.0650, 0.0204, 0.0036, 0.0066, 0.0349, 0.0032, 0.0364, 0.0084, 0.0003, 0.0001, 0.0014, -0.0007, 0.0001, -0.0001, 0.0615, 0.0000, -0.0001, -0.0001, 0.0008, 0.0010, 0.0086, 0.0032, 0.0087]}